Formula: C5H10N2O3
Source: OMol25
Level of theory: wB97M-V/def2-TZVPD

Computed properties:
**Net charge**: 0
**Relative energy (zero: lowest compared OMol25 entry of this formula, charge and spin)**: 62.5 kcal/mol
**LUMO level**: 0.427 eV
**DFT total energy**: -531.7055 Eh

Element x y z (Å)
O (-0.249, 1.144, 1.733)
O (-2.031, 0.933, -1.198)
O (-2.291, -0.599, 0.491)
N (0.237, -1.624, 1.232)
N (1.839, -1.035, -0.333)
C (0.746, 2.118, -0.205)
C (0.080, 1.005, 0.579)
C (-1.576, 0.004, -0.544)
C (-0.511, -0.965, -1.025)
C (0.531, -0.933, 0.090)
H (1.805, 1.882, -0.338)
H (0.281, 2.206, -1.185)
H (-0.090, -0.580, -1.951)
H (-0.729, -1.944, 1.267)
H (0.679, 3.061, 0.337)
H (-2.905, 0.061, 0.844)
H (-0.899, -1.978, -1.174)
H (0.445, -1.215, 2.132)
H (2.545, -1.058, 0.388)
H (2.093, -0.484, -1.138)

Atom charges from the Mulliken analysis, given in e for atoms 1 to 4: -0.5927, -0.6043, -0.4649, -0.5886